Molecular formula: C7H13NO
Method: DFT, the ωB97M-V functional and the def2-TZVPD basis

Last column: Löwdin charge in e.
Positions of all 22 atoms, in Å:
C 0.6122 -1.4555 -1.1939  -0.09
C 0.6164 -0.5805 -0.0742  -0.38
C 1.6357 -0.9935 0.9823  -0.03
C 0.1312 0.6249 -0.0187  -0.33
C -0.8141 1.0490 -1.1244  -0.09
C 0.2690 1.7223 1.0559  -0.04
H 1.5663 -1.7942 -1.7029  0.12
H 0.1719 -2.4275 -0.9322  0.10
H 0.0819 -0.9104 -1.9784  0.07
H 2.4351 -1.5981 0.6449  0.06
H 1.2382 -1.3964 1.9072  0.08
H 2.0914 -0.1041 1.4372  0.07
H -1.2040 0.2599 -1.7414  0.05
H -0.1980 1.7007 -1.8547  0.13
H -1.6741 1.6476 -0.8515  0.08
H 1.0921 2.3212 0.7754  0.06
H 0.6358 1.4991 2.0600  0.09
H -0.4660 2.5233 0.9661  0.08
N -2.0447 -1.2690 0.2112  0.17
C -2.0002 -0.1413 0.7467  -0.43
O -2.4487 0.6768 1.4621  0.16
H -1.7276 -1.3543 -0.7765  0.07

Its SMILES is CC(C)=C(C)C.N=C=O. Its total charge is 0. The calculated total energy comes out at -11004.8710 eV. Its HOMO-LUMO gap is 9.46 eV. For the relative energy (zero: lowest compared OMol25 entry of this formula, charge and spin), the calculation gives 278.1 kJ/mol.

***

Molecular formula: C72H180O36
Method: DFT, the ωB97M-V functional and the def2-TZVPD basis

Last column: Löwdin charge in e.
Positions of all 288 atoms, in Å:
C 9.4029 -3.8010 7.3891  -0.07
O 8.7563 -5.1110 7.2566  -0.18
C 7.9674 -5.5543 8.3892  -0.16
C 6.5136 -4.9919 8.5434  -0.20
O 6.3061 -3.6665 9.0179  -0.20
C 4.9833 -3.3981 9.5006  -0.09
H 10.2508 -3.8425 8.0728  0.07
H 8.8064 -3.0330 7.8816  0.07
H 9.6754 -3.3460 6.4369  0.08
H 8.4759 -5.5500 9.3533  0.10
H 7.8331 -6.6186 8.1962  0.12
H 6.1103 -5.6767 9.2894  0.11
H 5.9398 -5.2605 7.6565  0.12
H 4.2989 -4.2199 9.2902  0.09
H 4.6372 -2.4572 9.0727  0.08
H 4.9806 -3.1466 10.5612  0.07
C 13.6462 2.6370 9.3012  -0.10
O 13.4180 1.3083 8.8644  -0.21
C 12.7713 0.4988 9.8920  -0.14
C 12.8282 -0.9880 9.3365  -0.20
O 14.0148 -1.3068 8.6940  -0.21
C 15.2357 -1.2397 9.5088  -0.04
H 12.6845 3.0044 9.6594  0.08
H 13.9077 3.2830 8.4630  0.08
H 14.4151 2.7674 10.0626  0.08
H 11.7666 0.8677 10.0981  0.11
H 13.3936 0.5593 10.7849  0.10
H 12.0922 -0.9802 8.5326  0.12
H 12.5192 -1.6838 10.1166  0.10
H 15.9788 -1.8317 8.9746  0.09
H 15.1158 -1.5196 10.5554  0.07
H 15.5712 -0.2026 9.5104  0.08
C 20.8220 -0.8529 16.6429  -0.08
O 20.2914 -0.5950 15.3387  -0.21
C 18.8948 -0.8374 15.1716  -0.20
C 18.3723 -0.1562 13.9379  -0.14
O 16.9239 -0.4368 13.6938  -0.21
C 16.4322 0.0569 12.4322  -0.09
H 21.0437 -1.9196 16.6764  0.07
H 20.0448 -0.7356 17.3981  0.08
H 21.7680 -0.3775 16.9021  0.09
H 18.3295 -0.4761 16.0307  0.13
H 18.7759 -1.9195 15.1168  0.12
H 18.8552 -0.5671 13.0513  0.12
H 18.5500 0.9191 13.9234  0.12
H 16.9059 1.0235 12.2608  0.07
H 15.3559 0.1884 12.5430  0.08
H 16.7711 -0.4991 11.5581  0.06
C 11.8290 1.4730 13.8128  -0.08
O 11.1609 2.0843 12.6821  -0.22
C 9.7487 2.2848 12.8690  -0.17
C 9.0696 3.0688 11.7297  -0.14
O 9.6766 4.3627 11.7783  -0.21
C 9.0901 5.3478 10.9754  -0.11
H 11.9609 2.0604 14.7215  0.09
H 12.7945 1.2629 13.3526  0.07
H 11.4097 0.4811 13.9815  0.08
H 9.7342 2.8661 13.7909  0.12
H 9.2280 1.3794 13.1807  0.11
H 7.9967 3.1070 11.9181  0.11
H 9.3316 2.7023 10.7372  0.11
H 9.6860 6.2603 10.9560  0.08
H 8.0639 5.5609 11.2748  0.08
H 9.0009 4.8954 9.9878  0.06
C 12.2264 -5.7466 6.5602  -0.09
O 12.8927 -4.5757 6.1471  -0.20
C 14.0287 -4.0577 6.8757  -0.14
C 15.2891 -4.9245 6.6875  -0.20
O 15.4370 -5.8732 7.7008  -0.21
C 16.6420 -6.6070 7.7527  -0.10
H 11.9988 -5.6313 7.6200  0.07
H 12.8470 -6.6236 6.3758  0.09
H 11.2779 -5.7718 6.0238  0.09
H 13.8206 -3.8631 7.9278  0.10
H 14.2872 -3.0892 6.4475  0.11
H 16.0630 -4.1572 6.7096  0.11
H 15.4186 -5.3447 5.6901  0.11
H 16.6016 -7.3765 8.5237  0.09
H 17.4790 -5.9337 7.9375  0.08
H 16.7921 -7.1252 6.8056  0.09
C 11.4807 -2.3502 3.5073  -0.12
O 12.1298 -2.6753 2.3118  -0.16
C 13.3610 -1.9789 2.0580  -0.17
C 14.6253 -2.6450 2.6340  -0.21
O 14.7796 -3.8588 1.9138  -0.18
C 15.8275 -4.6528 2.4883  -0.09
H 10.9245 -3.1841 3.9356  0.08
H 10.9284 -1.4207 3.3694  0.08
H 12.1816 -2.2694 4.3381  0.07
H 13.3485 -0.9157 2.2981  0.11
H 13.5214 -1.9325 0.9809  0.12
H 14.5082 -2.9145 3.6836  0.11
H 15.4709 -1.9626 2.5482  0.11
H 16.7779 -4.1199 2.4612  0.09
H 15.9656 -5.5225 1.8460  0.08
H 15.4897 -4.9890 3.4686  0.07
C 6.5753 4.1137 15.1455  -0.13
O 6.6868 2.7385 14.8097  -0.16
C 5.6874 2.4548 13.7609  -0.18
C 5.6512 0.9721 13.4695  -0.21
O 6.7170 0.5892 12.5980  -0.19
C 6.8396 -0.8554 12.4530  -0.08
H 7.3986 4.5536 15.7083  0.08
H 5.7187 4.3768 15.7661  0.08
H 6.5470 4.7342 14.2499  0.08
H 5.8492 2.9621 12.8099  0.11
H 4.6675 2.7679 13.9844  0.12
H 4.7055 0.7893 12.9593  0.12
H 5.4750 0.3464 14.3444  0.13
H 5.9132 -1.3083 12.0999  0.08
H 7.1078 -1.2782 13.4211  0.09
H 7.5859 -1.1068 11.6993  0.07
C 14.6356 10.0930 12.0812  -0.15
O 14.1896 8.7724 12.0097  -0.19
C 13.2699 8.4907 13.0981  -0.17
C 12.7042 7.0488 13.0408  -0.16
O 13.7580 6.0568 13.1463  -0.18
C 13.3302 4.8056 12.6716  -0.11
H 15.1836 10.2621 11.1543  0.09
H 15.2181 10.4052 12.9480  0.08
H 13.8524 10.8435 12.1887  0.08
H 12.4352 9.1646 12.9049  0.12
H 13.7121 8.8408 14.0308  0.12
H 12.1035 6.9490 12.1368  0.11
H 12.0486 6.9824 13.9091  0.12
H 13.3939 4.8139 11.5835  0.07
H 12.3299 4.5825 13.0427  0.08
H 14.0284 4.0321 12.9913  0.09
C 19.7201 6.6536 8.0092  -0.09
O 19.0034 5.9537 6.9704  -0.19
C 17.8534 6.6628 6.5383  -0.22
C 16.6454 6.2358 7.2954  -0.23
O 16.6327 7.0315 8.4408  -0.17
C 15.5332 6.7249 9.2599  -0.08
H 19.1105 7.0858 8.8028  0.08
H 20.2584 7.5097 7.6025  0.08
H 20.3781 5.9075 8.4547  0.08
H 17.7640 6.5299 5.4602  0.11
H 17.9870 7.7380 6.6578  0.13
H 16.7334 5.1777 7.5421  0.12
H 15.8297 6.3934 6.5898  0.11
H 14.6068 7.0783 8.8072  0.08
H 15.6989 7.0839 10.2756  0.09
H 15.4967 5.6366 9.3098  0.07
C 15.7721 -0.0300 4.7710  -0.12
O 14.6424 -0.7374 5.1193  -0.16
C 13.8596 0.0565 5.9524  -0.20
C 13.1231 1.2486 5.3291  -0.15
O 12.2346 0.7846 4.2706  -0.21
C 11.6349 1.9183 3.5650  -0.07
H 15.5262 0.9064 4.2703  0.06
H 16.3348 -0.6175 4.0456  0.09
H 16.4516 0.2385 5.5799  0.09
H 14.4316 0.3306 6.8388  0.11
H 13.1142 -0.6281 6.3573  0.12
H 13.7293 2.0513 4.9093  0.10
H 12.4317 1.7526 6.0044  0.09
H 10.9326 1.5049 2.8411  0.08
H 12.3879 2.4710 3.0031  0.08
H 11.0146 2.5085 4.2396  0.07
C 13.1105 -5.0760 10.3379  -0.04
O 14.2127 -5.2136 11.2705  -0.19
C 15.4720 -5.0683 10.7207  -0.22
C 16.5134 -5.0002 11.8488  -0.14
O 16.6243 -3.6883 12.4678  -0.18
C 15.6810 -3.4351 13.4419  -0.14
H 12.1327 -5.2397 10.7908  0.08
H 13.2759 -5.6470 9.4243  0.07
H 13.1636 -4.0442 9.9905  0.07
H 15.5075 -4.1558 10.1256  0.12
H 15.6682 -5.8925 10.0349  0.10
H 17.4506 -5.2756 11.3650  0.10
H 16.3362 -5.8460 12.5132  0.13
H 15.8348 -2.4864 13.9561  0.07
H 15.8353 -4.1563 14.2446  0.09
H 14.6491 -3.5458 13.1087  0.08
C 16.6699 2.0040 1.9050  -0.19
O 16.7956 3.3310 1.8783  -0.16
C 16.3792 4.0062 3.1379  -0.11
C 17.4117 3.8703 4.2488  -0.23
O 17.6782 2.5975 4.7423  -0.21
C 18.4977 2.5408 5.9491  -0.04
H 17.1007 1.5643 1.0055  0.10
H 15.6342 1.6886 2.0310  0.08
H 17.2267 1.6136 2.7568  0.07
H 15.4210 3.6740 3.5373  0.11
H 16.2779 5.0601 2.8787  0.11
H 16.8958 4.3140 5.1003  0.11
H 18.3240 4.4157 4.0070  0.13
H 17.9488 2.9117 6.8147  0.08
H 19.2594 3.3056 5.7976  0.08
H 19.0054 1.5919 6.1225  0.09
C 14.5456 7.2005 3.7630  -0.10
O 14.0076 6.6858 4.9536  -0.22
C 12.6348 6.4228 4.9845  -0.19
C 12.3675 5.8156 6.3889  -0.19
O 12.2915 6.7832 7.4020  -0.14
C 11.9822 6.2775 8.6297  -0.14
H 14.2875 8.2313 3.5204  0.09
H 14.2047 6.5060 2.9951  0.09
H 15.6248 7.1077 3.8844  0.08
H 12.2910 5.8797 4.1042  0.12
H 12.0938 7.3624 4.8721  0.12
H 13.0216 4.9441 6.4150  0.12
H 11.3990 5.3283 6.2762  0.11
H 10.9232 6.0196 8.6440  0.09
H 12.2860 6.8640 9.4968  0.08
H 12.5912 5.4124 8.8920  0.07
C 19.1056 -2.5768 7.3314  -0.10
O 18.5260 -1.4950 8.0858  -0.21
C 19.1269 -1.1821 9.3795  -0.14
C 20.5174 -0.5464 9.2715  -0.16
O 21.4451 -1.4898 8.6895  -0.21
C 22.7873 -1.1175 8.9320  -0.10
H 19.1536 -3.5242 7.8685  0.07
H 20.1245 -2.3602 7.0106  0.07
H 18.5899 -2.8687 6.4166  0.08
H 19.0290 -2.1292 9.9100  0.11
H 18.3646 -0.5277 9.8024  0.11
H 20.8223 -0.1664 10.2465  0.10
H 20.4563 0.3788 8.6984  0.13
H 22.9685 -0.8877 9.9820  0.07
H 23.0962 -0.2843 8.3008  0.09
H 23.3602 -1.9795 8.5901  0.09
C 10.2530 -2.2102 11.9352  -0.08
O 9.5716 -3.2187 11.1496  -0.20
C 8.6780 -4.0243 11.9609  -0.16
C 9.4806 -5.0495 12.7649  -0.19
O 10.2019 -4.5448 13.9061  -0.18
C 11.1493 -5.5057 14.4208  -0.09
H 10.6870 -1.4455 11.2910  0.07
H 11.0548 -2.6704 12.5126  0.09
H 9.5520 -1.7052 12.5998  0.07
H 8.0625 -4.6124 11.2801  0.10
H 8.0969 -3.3077 12.5412  0.10
H 10.1786 -5.5297 12.0791  0.11
H 8.7446 -5.8193 12.9966  0.12
H 11.7187 -5.1310 15.2713  0.09
H 11.8469 -5.7756 13.6279  0.08
H 10.7432 -6.4351 14.8200  0.08
C 20.8048 -3.2689 13.5730  -0.07
O 21.5542 -4.0217 12.5593  -0.17
C 21.0856 -3.6108 11.2611  -0.21
C 21.8381 -4.5225 10.3210  -0.21
O 21.7016 -5.8907 10.5782  -0.12
C 20.3981 -6.3294 10.4224  -0.13
H 21.1218 -2.2302 13.4794  0.07
H 21.0031 -3.6274 14.5831  0.08
H 19.7274 -3.3735 13.4451  0.08
H 21.3144 -2.5470 11.1964  0.11
H 20.0054 -3.6828 11.1350  0.10
H 22.8732 -4.1829 10.2842  0.13
H 21.4835 -4.2149 9.3373  0.11
H 19.6728 -5.8848 11.1039  0.07
H 20.3085 -7.4042 10.5796  0.09
H 19.9367 -6.1679 9.4482  0.08
C 7.4780 0.3210 8.8330  -0.07
O 8.1042 1.6018 8.5757  -0.22
C 9.1919 1.5574 7.6804  -0.20
C 9.8948 2.8993 7.2883  -0.14
O 9.1788 3.7605 6.3308  -0.21
C 7.8531 4.1169 6.7600  -0.08
H 6.7141 0.4047 9.6061  0.08
H 8.1670 -0.3618 9.3303  0.08
H 7.0116 -0.1240 7.9540  0.09
H 8.8030 1.0782 6.7819  0.13
H 9.9174 0.8864 8.1403  0.11
H 10.8446 2.5109 6.9206  0.09
H 10.0449 3.4606 8.2106  0.10
H 7.4723 4.9865 6.2245  0.09
H 7.8212 4.4053 7.8107  0.07
H 7.2771 3.2045 6.6049  0.09
C 17.8406 3.4014 10.3643  -0.08
O 18.9857 2.7665 10.9482  -0.17
C 19.9462 3.6453 11.3593  -0.24
C 21.0479 3.0163 12.1960  -0.22
O 21.8193 2.0512 11.5326  -0.20
C 22.3404 1.0327 12.4549  -0.05
H 18.1189 4.0578 9.5398  0.08
H 17.3125 4.0670 11.0470  0.08
H 17.0578 2.7062 10.0611  0.07
H 19.5496 4.4294 12.0042  0.13
H 20.3715 4.0997 10.4644  0.12
H 20.6168 2.6759 13.1375  0.12
H 21.8016 3.7644 12.4419  0.13
H 21.4523 0.6344 12.9454  0.07
H 23.0274 1.6095 13.0743  0.09
H 22.9207 0.1987 12.0602  0.07

Its total charge is 0. The calculated total energy comes out at -151264.8806 eV. Its HOMO-LUMO gap is 9.24 eV. For the relative energy (zero: lowest compared OMol25 entry of this formula, charge and spin), the calculation gives 0.0 kJ/mol.